Below is C6H10N4 in the gas phase in a non-equilibrium geometry, with properties calculated with ωB97M-V with the def2-TZVPD basis set.

## Properties
LUMO energy ... 0.569 eV
Charge ... 0
Energy ... -453.40426 a.u.

Positions of all 20 atoms, in Å:
1 C -0.704 -0.706 -0.093
2 C -1.809 -0.490 -0.514
3 C 1.680 -0.320 -0.108
4 C -0.101 1.419 1.387
5 C -3.115 0.045 -0.531
6 C 2.854 -1.080 -0.413
7 N 1.691 0.939 0.063
8 N 0.596 -1.081 0.015
9 N 0.297 2.633 -0.575
10 N 0.514 1.712 0.249
11 H -0.979 1.971 1.563
12 H -0.064 0.490 1.691
13 H -3.008 0.995 -0.786
14 H -3.545 -0.127 0.389
15 H -3.738 -0.451 -1.325
16 H 2.925 -1.579 -1.403
17 H 2.845 -1.949 0.280
18 H 3.661 -0.333 -0.462
19 H 0.833 -2.015 -0.009
20 H 0.915 2.555 -1.368